{"formula": "C3H8NS", "method": "wB97M-V/def2-TZVPD", "de_lowest_kcal_mol": 76.22, "homo_lumo_gap_ev": [2.3, 5.7], "homo_ev": [3.900, 0.352], "s_squared": 0.75, "charge": -2, "spin_multiplicity": 2, "species": ["S", "N", "C", "C", "C", "H", "H", "H", "H", "H", "H", "H", "H"], "xyz": [[-2.209, 1.703, -1.795], [0.353, -1.753, 1.327], [0.721, -0.664, 0.251], [-0.657, 1.107, -1.135], [-0.529, 0.363, 0.131], [1.692, 0.025, 0.444], [-0.090, 2.052, -0.948], [0.829, -1.184, -0.710], [1.234, -2.351, 1.494], [-1.442, -0.264, 0.351], [-0.471, 1.132, 0.913], [0.758, -0.630, 1.550], [-0.189, 0.462, -1.872]], "nbo_charge": [-0.7632, -0.9714, -0.8572, -0.5477, -0.4286, 0.1072, 0.1648, 0.1877, 0.2127, 0.1944, 0.1698, 0.3604, 0.1711]}

{"formula": "C2H2FMnO2", "method": "wB97M-V/def2-TZVPD", "de_lowest_kcal_mol": 15.80, "homo_lumo_gap_ev": [6.6, 7.2], "homo_ev": [-14.084, -14.669], "s_squared": 8.76, "charge": 1, "spin_multiplicity": 6, "species": ["Mn", "F", "O", "O", "C", "C", "H", "H"], "xyz": [[1.584, 0.913, 0.030], [-2.423, 0.336, 0.028], [-0.468, 1.321, 0.049], [0.747, -1.019, -0.041], [-1.138, 0.327, 0.040], [-0.458, -1.054, 0.018], [3.217, 1.151, -0.142], [-1.061, -1.976, 0.018]], "nbo_charge": [1.3680, -0.2147, -0.5876, -0.5129, 0.8269, 0.3668, -0.4741, 0.2276]}

{"formula": "C4H6O2", "method": "wB97M-V/def2-TZVPD", "smiles": "CC(=O)CC=O", "de_lowest_kcal_mol": 53.06, "homo_lumo_gap_ev": 9.9, "homo_ev": -9.812, "spin_multiplicity": 1, "species": ["O", "O", "C", "C", "C", "C", "H", "H", "H", "H", "H", "H"], "xyz": [[0.337, 1.724, 0.906], [-1.397, -1.381, -1.032], [-1.315, -0.535, -0.167], [-0.642, -0.605, 1.131], [1.217, 0.351, -0.852], [0.405, 0.641, 0.402], [1.297, 1.219, -1.524], [-1.046, 0.046, 1.906], [-0.503, -1.641, 1.521], [-1.425, 0.548, -0.400], [2.215, 0.140, -0.468], [0.858, -0.507, -1.421]], "nbo_charge": [-0.5158, -0.5378, 0.3969, -0.5781, -0.7410, 0.6288, 0.2487, 0.2441, 0.2441, 0.1082, 0.2501, 0.2518]}

{"formula": "C26H52Cl4O15", "method": "wB97M-V/def2-TZVPD", "smiles": "CCOC(=O)OC.CCOC(=O)OC.CCOC(=O)OC.CCOC(C)=O.CCOC(C)=O.CCOC(C)=O.ClCCl.ClCCl", "de_lowest_kcal_mol": 0.00, "homo_lumo_gap_ev": 11.0, "homo_ev": -10.416, "spin_multiplicity": 1, "species": ["Cl", "Cl", "Cl", "Cl", "O", "O", "O", "O", "O", "O", "O", "O", "O", "O", "O", "O", "O", "O", "O", "C", "C", "C", "C", "C", "C", "C", "C", "C", "C", "C", "C", "C", "C", "C", "C", "C", "C", "C", "C", "C", "C", "C", "C", "C", "C", "H", "H", "H", "H", "H", "H", "H", "H", "H", "H", "H", "H", "H", "H", "H", "H", "H", "H", "H", "H", "H", "H", "H", "H", "H", "H", "H", "H", "H", "H", "H", "H", "H", "H", "H", "H", "H", "H", "H", "H", "H", "H", "H", "H", "H", "H", "H", "H", "H", "H", "H", "H"], "xyz": [[2.950, -0.170, -1.563], [1.553, -3.653, -2.126], [5.348, 1.075, -0.450], [-0.663, -3.001, -3.936], [0.467, 1.622, 5.040], [-3.581, 0.960, 0.963], [-1.016, -4.618, 0.932], [-2.440, 0.033, -8.312], [0.090, -0.298, 6.164], [-0.359, -0.997, -0.096], [-3.550, 1.789, -7.435], [-1.630, 1.303, -6.629], [0.595, -6.031, 0.381], [-3.982, -0.754, -0.451], [1.101, -4.233, 1.560], [2.526, 4.738, 0.794], [0.197, 1.084, 0.635], [-1.501, 0.541, 4.984], [3.992, 4.402, -0.884], [0.139, -4.927, 0.957], [-0.894, 0.919, -1.409], [1.685, -1.711, 7.235], [4.187, 3.750, 2.303], [1.984, -6.334, 0.479], [-0.438, 0.497, -6.581], [-2.099, 1.382, 3.997], [-0.259, 0.721, 5.380], [0.000, 0.360, -5.138], [-3.130, -1.280, 1.667], [-0.185, -3.764, -2.384], [-2.538, 0.952, -7.543], [2.870, 4.462, -0.458], [1.885, -2.641, 3.119], [0.712, -3.044, 2.261], [4.188, 1.065, -1.784], [1.648, 4.264, -1.331], [1.477, -0.377, 6.526], [2.305, 0.588, 1.695], [-4.666, 1.665, -8.299], [-6.130, -0.101, -1.338], [-0.259, 0.198, -0.263], [-3.607, -0.223, 0.717], [0.792, 0.610, 1.851], [-4.625, 0.089, -1.411], [3.595, 5.029, 1.722], [1.487, 3.192, -1.434], [-0.621, -0.472, -7.036], [-4.323, 1.130, -1.320], [-0.739, -3.281, -1.586], [1.836, 4.757, -2.283], [2.743, -1.784, 7.488], [-2.067, -1.489, 1.550], [4.742, 0.874, -2.697], [2.215, -6.580, 1.515], [0.318, 1.319, -4.736], [-0.827, -0.037, -4.552], [2.603, 1.507, 1.190], [-6.513, 0.467, -2.199], [-0.206, -3.225, 2.821], [0.770, 4.748, -0.911], [2.536, -0.284, 1.085], [2.858, 0.575, 2.633], [0.655, 1.368, 2.625], [3.448, 3.153, 2.830], [2.063, -0.357, 5.608], [-6.458, -1.133, -1.407], [-1.367, 0.183, -2.056], [-1.873, 2.434, 4.162], [-4.364, -0.245, -2.418], [-1.722, 1.516, -1.019], [2.166, -3.491, 3.746], [-5.205, 2.607, -8.301], [-3.180, 1.347, 4.125], [-1.864, 0.999, 3.010], [1.597, -1.792, 3.736], [1.679, 0.433, 7.223], [0.821, -0.356, -5.108], [-3.695, -2.190, 1.472], [3.126, 5.603, 2.520], [1.378, -2.564, 6.637], [4.299, 5.694, 1.226], [2.196, -7.200, -0.143], [-4.300, 1.433, -9.301], [-0.468, -4.807, -2.452], [-5.348, 0.876, -7.984], [0.304, -0.300, 2.189], [4.575, 3.131, 1.492], [-3.296, -0.951, 2.691], [5.008, 4.085, 2.936], [-6.639, 0.397, -0.508], [0.320, 1.041, -7.143], [2.776, -2.373, 2.553], [0.503, -2.304, 1.484], [1.136, -1.655, 8.176], [-0.195, 1.544, -1.957], [2.631, -5.532, 0.130], [3.745, 2.055, -1.842]], "mulliken_charge": [-0.0261, -0.1726, -0.1588, -0.1720, -0.6201, -0.6108, -0.5749, -0.5687, -0.3122, -0.3874, -0.3425, -0.2738, -0.3385, -0.2296, -0.2946, -0.3683, -0.4195, -0.3630, -0.6027, 0.7620, -1.0451, -1.3346, -0.5815, -0.6326, -0.4620, -0.3100, 0.8634, -0.7291, -0.7881, 0.2195, 0.8031, 0.7947, -0.9197, 0.7237, -0.1845, -0.6029, -0.0224, -0.6456, -0.6463, -1.3678, 0.7045, 0.8032, 0.6876, -0.1108, -0.3810, -0.2285, 0.3802, 0.3127, -0.2765, 0.3892, 0.3919, -0.0697, 0.3972, 0.2912, 0.2892, 0.0658, -0.2927, 0.4113, 0.3469, 0.3559, 0.1324, 0.4029, 0.0280, 0.0961, 0.1441, 0.3113, 0.1760, 0.3479, 0.3123, 0.2135, 0.4761, 0.2275, 0.2617, -0.0766, -0.1259, 0.3865, 0.3942, 0.4443, 0.3357, 0.2908, 0.3653, 0.2841, 0.3158, 0.4024, 0.2787, -0.0387, 0.0503, 0.3533, 0.4284, 0.3295, 0.2684, 0.2795, -0.3880, 0.3757, 0.2055, 0.2407, -0.0558]}

{"formula": "C14H20I2N3", "method": "wB97M-V/def2-TZVPD", "homo_lumo_gap_ev": 6.1, "homo_ev": -3.572, "charge": -1, "spin_multiplicity": 1, "species": ["I", "I", "N", "N", "N", "C", "C", "C", "C", "C", "C", "C", "C", "C", "C", "C", "C", "C", "C", "H", "H", "H", "H", "H", "H", "H", "H", "H", "H", "H", "H", "H", "H", "H", "H", "H", "H", "H", "H"], "xyz": [[-0.160, 0.957, -2.570], [-0.103, 0.395, 2.469], [-2.050, -1.622, -5.478], [3.218, -3.346, 1.947], [-1.029, 2.349, 0.025], [-2.959, -0.935, -5.340], [3.778, -2.655, 4.399], [2.155, 3.891, 0.103], [0.025, 0.203, 0.394], [-0.452, 3.609, -0.373], [0.984, 3.761, -0.117], [3.323, -1.239, 4.766], [-4.060, -0.022, -5.044], [-4.512, -1.099, -2.779], [-0.416, 1.267, -0.297], [3.455, -3.044, 3.029], [0.577, -1.110, -0.067], [3.944, -0.160, 3.892], [-4.208, 0.189, -3.531], [1.258, -1.524, 0.674], [-0.203, -1.854, -0.252], [-5.431, -1.566, -3.145], [3.594, -1.076, 5.812], [-0.971, 4.402, 0.170], [3.322, -3.388, 5.067], [-5.007, 0.916, -3.369], [2.235, -1.176, 4.701], [5.036, -0.200, 3.920], [-3.287, 0.631, -3.146], [-3.848, 0.927, -5.539], [-3.697, -1.815, -2.891], [4.862, -2.739, 4.511], [1.140, -0.970, -0.986], [3.620, -0.263, 2.855], [3.630, 0.828, 4.228], [-4.975, -0.430, -5.478], [3.199, 3.939, 0.278], [-0.600, 3.798, -1.451], [-4.632, -0.900, -1.715]], "nbo_charge": [-0.3277, 0.0362, -0.3351, -0.3283, -0.6272, 0.2908, -0.5068, -0.3176, -0.3441, -0.3169, 0.0417, -0.3817, -0.5077, -0.6128, 0.2348, 0.2869, -0.6536, -0.6149, -0.3903, 0.2173, 0.2007, 0.1859, 0.1956, 0.2071, 0.2417, 0.1963, 0.2248, 0.1903, 0.2487, 0.2464, 0.2223, 0.2334, 0.2354, 0.2322, 0.2219, 0.2267, 0.2202, 0.2058, 0.2216]}

What is the formula in the fifth record? C14H20I2N3